No. 1
Computed, not measured: a cluster of 2 separate species, C22H34B2Br2ClFN6O9S2 in total in a non-equilibrium geometry, with the ωB97M-V functional and the def2-TZVPD basis.

Each line ends with the Löwdin charge.
Element x y z (Å)
C: 1.632686 5.079037 2.378039  -0.145
C: 2.335562 3.705999 2.923737  -0.248
C: 1.328667 2.364724 2.829689  -0.235
O: 0.298320 2.412076 1.871832  -0.171
C: -0.261683 1.332065 1.147719  -0.221
C: -1.169198 2.023668 -0.031320  -0.069
C: -0.591932 2.615124 -1.406610  -0.186
N: -1.245246 2.270662 -2.601188  0.059
C: -1.434778 0.717661 2.189278  -0.113
F: -0.915524 0.658979 3.623780  -0.053
B: -2.748670 1.561230 2.550868  -0.394
N: -3.353672 2.868096 2.142948  0.128
O: -3.615177 0.959866 3.644780  0.001
N: -1.580408 -0.724368 1.864485  -0.049
C: -2.796935 -1.393419 1.620862  -0.271
S: -3.949564 -0.923545 0.212152  0.838
O: -5.401928 -1.336965 0.686802  -0.433
O: -3.751468 -1.708158 -1.104014  -0.379
C: -0.346309 -1.323364 2.439091  -0.111
N: -0.315832 -2.073255 3.626011  -0.750
S: 1.075005 -2.620827 4.504186  0.823
Cl: -1.773776 -2.467502 4.536801  0.721
N: 0.937118 -0.943747 1.736015  0.154
B: 1.720703 -2.162394 1.354702  -0.559
O: 1.272854 -3.400518 0.700852  0.030
C: 3.327573 -2.181259 1.844085  -0.205
C: 4.023490 -3.633829 1.921689  -0.141
C: 0.748541 0.094506 0.594201  -0.136
C: 0.109049 -0.628923 -0.776145  -0.341
O: 0.265391 -0.272065 -2.047887  -0.094
O: -0.782952 -1.837626 -0.779229  -0.199
C: 2.252812 0.533305 0.190380  -0.457
Br: 2.610606 2.506742 -0.294045  0.844
C: 3.079047 -0.002705 -1.077190  -0.796
C: 4.668284 0.520923 -0.875197  -0.246
Br: 3.245409 -1.855550 -1.686454  0.784
H: 2.433896 5.947532 2.521684  0.089
H: 1.337578 4.996570 1.245564  0.064
H: 0.721414 5.336729 3.090909  0.088
H: 2.646499 3.879621 4.060825  0.117
H: 3.367523 3.468176 2.372176  0.082
H: 2.016889 1.389317 2.863199  0.132
H: 0.849943 2.401014 3.926768  0.131
H: -1.509716 3.081261 0.422304  0.136
H: -2.101087 1.343787 -0.320490  0.125
H: 0.234933 3.443379 -1.577216  0.093
H: -0.793125 2.787234 -3.385547  0.043
H: -3.778845 2.709680 1.183490  0.101
H: -2.696910 3.676863 2.144680  0.089
H: -3.352798 1.508199 4.465872  0.135
H: -3.500939 -1.396865 2.588308  0.115
H: -2.599457 -2.561978 1.446285  0.175
H: -4.069621 0.491503 0.019066  0.092
H: 1.713377 -1.587331 5.207261  -0.053
H: 1.252760 -4.089886 1.455084  0.131
H: 3.351604 -1.684496 2.921501  0.087
H: 3.966985 -1.482725 1.133920  0.082
H: 3.499265 -4.527027 1.388537  0.084
H: 5.101060 -3.545006 1.414136  0.095
H: 4.260113 -3.867964 3.064658  0.086
H: 2.974806 0.472651 1.146512  0.099
H: 2.728009 0.577280 -2.071433  0.092
H: 4.916217 0.792085 0.233321  0.069
H: 5.422053 -0.362454 -1.158402  0.064
H: 4.938501 1.383801 -1.651940  0.084
C: -2.387776 -1.550523 -3.869919  -0.056
C: -2.541064 -2.831254 -4.403186  -0.051
C: -2.484689 -3.025469 -5.784669  -0.009
C: -2.268792 -1.925649 -6.626426  -0.157
C: -2.122260 -0.637715 -6.094243  -0.007
C: -2.183355 -0.455525 -4.711223  -0.056
N: -2.183097 -2.126949 -8.077841  -0.333
O: -2.336791 -3.278576 -8.511244  0.045
O: -1.957936 -1.135120 -8.786092  0.045
H: -2.426865 -1.404872 -2.791744  0.062
H: -2.701548 -3.679464 -3.741115  0.111
H: -2.605949 -4.029812 -6.184601  0.113
H: -1.959126 0.225405 -6.736238  0.112
H: -2.067739 0.539927 -4.288193  0.075

Atoms 1-6, force components in eV/Å:
C 0.807 0.010 0.738
C 0.449 -0.173 -0.466
C 1.963 -0.054 4.000
O 0.478 0.161 -1.008
C -0.979 -0.180 0.409
C -0.221 1.763 -0.579

Computed properties:
Highest occupied orbital energy = -7.8 eV
Charge = 0
Relative energy (zero: lowest compared OMol25 entry of this formula, charge and spin) = 11.617 eV
Energy = -229062.314 eV


No. 2
Computed, not measured: a structure of composition C45H39Cl5N8O5TeTl, with the ωB97M-V functional and the def2-TZVPD basis.

Each line ends with the Mulliken spin population.
Element x y z (Å)
Tl: 0.129829 -1.241026 1.522575  0.309
Cl: 0.013363 -0.186039 5.114671  0.008
C: 1.433389 0.365395 4.279310  -0.061
C: 1.561808 0.146926 2.920023  0.359
C: 2.752948 0.516147 2.332356  -0.052
Cl: 3.040207 0.143609 0.640335  0.007
C: 3.792012 1.118215 3.037400  0.023
Cl: 5.270587 1.547736 2.264768  0.006
C: 3.624890 1.353994 4.399393  -0.015
Cl: 4.891158 2.076869 5.308134  -0.002
C: 2.440350 0.972073 5.028379  0.017
Cl: 2.259959 1.217734 6.721724  0.006
C: 4.784483 -2.305687 4.735905  -0.002
C: 3.440239 -2.583137 4.942677  -0.002
C: 2.614244 -2.832020 3.856279  -0.009
C: 3.154990 -2.822890 2.578882  0.010
C: 4.502622 -2.563461 2.359879  0.000
C: 5.313965 -2.296374 3.448593  0.002
N: 2.217486 -3.008090 1.520705  0.005
N: 2.679899 -3.449681 0.465828  0.013
C: 1.693438 -3.605594 -0.567759  0.003
C: 2.027410 -4.476139 -1.590511  0.004
C: 1.089033 -4.698528 -2.586712  0.000
C: -0.121556 -4.029791 -2.525165  -0.003
C: -0.346332 -3.150682 -1.474717  -0.032
N: 0.545312 -2.944170 -0.512694  0.050
H: 5.424054 -2.084875 5.580946  0.000
H: 3.029132 -2.584046 5.943776  0.000
H: 1.555809 -3.031879 3.982003  0.002
H: 4.886581 -2.539828 1.349434  0.001
H: 6.360492 -2.066962 3.297085  0.000
H: 2.991930 -4.962906 -1.578537  0.001
H: 1.302566 -5.382928 -3.396901  0.000
H: -0.880484 -4.167409 -3.281498  0.000
H: -1.265634 -2.581741 -1.391244  0.016
O: -4.726285 -3.290619 4.849502  0.000
C: -4.893294 -1.991181 4.686239  0.000
O: -5.857288 -1.402716 5.115262  0.000
C: -3.838509 -1.249300 3.935910  0.001
C: -3.917947 0.110686 3.716523  0.000
N: -2.838303 0.463827 3.004989  0.000
N: -2.054393 -0.583453 2.744483  0.037
C: -2.634957 -1.634552 3.297446  0.023
C: -1.935609 -2.965367 3.206577  -0.001
O: -2.474701 -3.943816 3.731766  -0.001
O: -0.817824 -3.000257 2.595439  0.043
H: -3.868875 -3.605187 4.429392  0.000
H: -4.674120 0.812462 4.022585  0.000
H: -2.541569 1.378045 2.671686  0.001
N: -0.047522 3.270122 2.619480  0.001
N: -0.885744 2.357856 1.908041  -0.001
H: 0.932936 3.060809 2.454342  -0.001
H: -0.219224 3.135421 3.607818  0.000
H: -0.440819 1.446650 1.814573  0.029
H: -1.079173 2.737741 0.990373  0.000
C: 1.873316 6.448775 -4.334853  0.000
C: 1.346520 5.198047 -3.690729  0.000
C: 0.421113 4.391025 -4.333956  -0.001
C: -0.078356 3.228608 -3.758318  -0.010
C: -1.096905 2.444802 -4.537284  0.000
C: 0.393067 2.862894 -2.487049  0.016
Te: -0.146508 1.044153 -1.564082  0.090
N: -2.091379 1.202395 -1.686368  0.001
C: -2.595293 0.242920 -0.904593  0.009
O: -1.941945 -0.524987 -0.154757  0.110
C: -4.086736 0.090908 -0.937829  -0.003
C: -4.662453 -0.978728 -0.259502  0.004
C: -6.039588 -1.137599 -0.254199  0.000
C: -6.844970 -0.225487 -0.920675  0.000
C: -6.273173 0.844937 -1.596339  0.000
C: -4.896529 1.002245 -1.609892  0.001
C: 0.102197 -0.272211 -3.202368  -0.006
C: -1.036885 -0.809924 -3.781308  -0.002
C: -0.916598 -1.690300 -4.845727  0.000
C: 0.343893 -2.031131 -5.310755  0.000
C: 1.476707 -1.501611 -4.711372  0.000
C: 1.381751 -0.614895 -3.641671  -0.005
C: 2.622789 -0.071143 -2.993783  0.003
C: 1.301211 3.679470 -1.794023  0.003
C: 1.798866 3.442066 -0.391426  0.002
C: 1.763613 4.831639 -2.420106  0.000
H: 1.394457 6.634219 -5.294830  0.000
H: 2.949098 6.372798 -4.501438  0.000
H: 1.703149 7.316141 -3.695905  0.000
H: 0.056473 4.678384 -5.314171  0.000
H: -1.692162 3.128494 -5.142658  0.000
H: -1.775315 1.895223 -3.892312  0.000
H: -0.606337 1.742492 -5.214651  0.000
H: -4.021087 -1.663601 0.279208  -0.002
H: -6.484057 -1.965257 0.282774  0.000
H: -7.920667 -0.344726 -0.910097  0.000
H: -6.902183 1.563051 -2.106370  0.000
H: -4.437222 1.831351 -2.130710  0.000
H: -2.015339 -0.522883 -3.414492  -0.001
H: -1.804265 -2.101203 -5.309115  0.000
H: 0.449124 -2.716120 -6.142389  0.000
H: 2.458062 -1.778792 -5.077459  0.000
H: 3.505634 -0.317154 -3.581899  0.000
H: 2.759099 -0.496154 -1.997920  -0.003
H: 2.587743 1.017311 -2.895594  0.000
H: 1.414715 2.541638 0.078930  -0.002
H: 1.517345 4.286019 0.241321  0.000
H: 2.887403 3.365647 -0.380665  0.000
H: 2.461660 5.466283 -1.884331  0.000

Atoms 1-6, force components in eV/Å:
Tl -0.178 0.175 0.264
Cl 0.014 0.012 -0.070
C -0.113 0.006 0.057
C 0.156 -0.212 -0.065
C 0.076 -0.015 -0.144
Cl -0.049 0.102 0.022

Computed properties:
Highest occupied orbital energy (spin up / spin down) = -7.2 / -9.2 eV
2S+1 = 2
Charge = 0
Relative energy (zero: lowest compared OMol25 entry of this formula, charge and spin) = 0.255 eV
Energy = -144053.620 eV